1:
{
  "formula": "C2H8N2",
  "method": "ωB97M-V/def2-TZVPD",
  "e_lumo_ev": 1.05,
  "homo_lumo_gap_ha": 0.3719,
  "total_charge": 0,
  "homo_ev": -9.070,
  "symbols": ["C", "N", "H", "H", "H", "C", "N", "H", "H", "H", "H", "H"],
  "xyz": [[0.80, 0.41, 1.92], [0.54, -0.81, 1.72], [1.16, 0.97, 1.06], [0.77, 0.89, 2.92], [-0.11, -1.17, 2.42], [-0.95, -0.12, -1.22], [0.34, -0.28, -1.87], [-1.63, 0.35, -1.95], [-1.52, -0.99, -0.93], [-1.04, 0.63, -0.41], [1.11, -0.40, -1.22], [0.53, 0.53, -2.45]]
}



2:
{
  "formula": "C2H8N2",
  "method": "ωB97M-V/def2-TZVPD",
  "e_lumo_ev": 0.85,
  "homo_lumo_gap_ha": 0.3659,
  "total_charge": 0,
  "homo_ev": -9.106,
  "symbols": ["C", "N", "H", "H", "H", "C", "N", "H", "H", "H", "H", "H"],
  "xyz": [[-3.65, -0.32, -0.01], [-4.47, 0.32, -0.86], [-3.73, -0.28, 1.00], [-2.85, -0.88, -0.46], [-4.14, 0.08, -1.84], [3.12, -0.51, 0.21], [3.99, 0.56, 0.71], [2.91, -1.33, 1.04], [3.56, -0.88, -0.83], [2.19, -0.04, 0.10], [4.94, 0.59, 0.29], [3.68, 1.56, 0.56]]
}



3:
{
  "formula": "C2H8N2",
  "method": "ωB97M-V/def2-TZVPD",
  "e_lumo_ev": 0.58,
  "homo_lumo_gap_ha": 0.3556,
  "total_charge": 0,
  "homo_ev": -9.092,
  "symbols": ["C", "C", "H", "H", "H", "H", "H", "H", "H", "H", "N", "N"],
  "xyz": [[0.57, 0.46, -0.44], [-0.88, 0.57, 0.22], [2.26, -0.22, 0.98], [2.25, -1.03, -0.60], [1.23, 1.33, 0.09], [0.59, 0.41, -1.70], [-0.91, 0.59, 1.49], [-1.38, 1.56, -0.28], [-2.54, -0.96, 0.34], [-0.94, -1.52, 0.07], [1.24, -0.58, 0.16], [-1.49, -0.62, -0.32]]
}



Stability ranking, top and bottom: 1 is the most stable and 3 is the least stable.



1:
{
  "formula": "C2H8N2",
  "method": "ωB97M-V/def2-TZVPD",
  "e_lumo_ev": 1.22,
  "homo_lumo_gap_ha": 0.3666,
  "total_charge": 0,
  "homo_ev": -8.751,
  "symbols": ["N", "C", "C", "N", "H", "H", "H", "H", "H", "H", "H", "H"],
  "xyz": [[1.15, -0.85, 1.19], [-0.20, -0.67, 0.70], [-0.44, -0.08, -0.99], [-0.58, 1.37, -0.96], [1.88, -0.83, 0.43], [1.38, -0.26, 1.85], [-0.69, 0.15, 1.28], [-0.95, -1.49, 1.00], [0.37, -0.37, -1.67], [-1.37, -0.61, -1.33], [-0.54, 1.76, 0.02], [-0.01, 1.90, -1.53]]
}



2:
{
  "formula": "C2H8N2",
  "method": "ωB97M-V/def2-TZVPD",
  "e_lumo_ev": 0.96,
  "homo_lumo_gap_ha": 0.3879,
  "total_charge": 0,
  "homo_ev": -9.597,
  "symbols": ["H", "N", "C", "N", "H", "H", "H", "C", "H", "H", "H", "H"],
  "xyz": [[1.67, -3.68, 0.46], [2.44, -3.41, 1.07], [1.97, -3.31, 2.23], [2.70, -3.03, 3.38], [0.90, -3.38, 2.40], [2.11, -2.81, 4.16], [3.38, -3.71, 3.69], [-3.03, 4.68, -3.53], [-3.12, 4.20, -2.57], [-2.10, 5.23, -3.49], [-3.05, 3.86, -4.23], [-3.87, 5.36, -3.58]]
}



Stability ranking, top and bottom: 2 is the most stable and 1 is the least stable.



1:
{
  "formula": "C5H14O2",
  "method": "ωB97M-V/def2-TZVPD",
  "e_lumo_ev": 0.78,
  "homo_lumo_gap_ha": 0.4033,
  "total_charge": 0,
  "homo_ev": -10.193,
  "symbols": ["C", "C", "C", "C", "C", "O", "H", "H", "H", "H", "H", "H", "H", "H", "H", "H", "H", "H", "O", "H", "H"],
  "xyz": [[-1.03, 0.16, 1.71], [0.14, 0.44, 0.75], [-0.25, 1.60, -0.15], [0.51, -0.80, -0.10], [1.73, -0.53, -0.97], [2.72, 0.11, -0.20], [-0.83, -0.63, 2.44], [-1.31, 1.05, 2.27], [-1.86, -0.16, 1.08], [1.03, 0.67, 1.34], [-0.96, 1.29, -0.92], [0.62, 1.99, -0.68], [-0.63, 2.41, 0.47], [0.81, -1.60, 0.60], [-0.37, -1.22, -0.59], [2.09, -1.47, -1.39], [1.47, 0.10, -1.83], [3.59, 0.15, -0.61], [-3.20, -0.74, -0.77], [-2.61, -1.29, -0.27], [-3.79, -1.41, -1.13]]
}



2:
{
  "formula": "C5H14O2",
  "method": "ωB97M-V/def2-TZVPD",
  "e_lumo_ev": 0.68,
  "homo_lumo_gap_ha": 0.4061,
  "total_charge": 0,
  "homo_ev": -10.368,
  "symbols": ["C", "C", "C", "C", "C", "O", "H", "H", "H", "H", "H", "H", "H", "H", "H", "H", "H", "H", "O", "H", "H"],
  "xyz": [[0.99, 0.22, 0.56], [-0.56, 0.38, 0.67], [-0.98, 1.71, 1.39], [-1.38, 0.10, -0.72], [-1.59, -1.35, -1.25], [-2.94, -1.82, -0.75], [1.19, -0.64, -0.04], [1.47, 0.04, 1.52], [1.66, 1.12, 0.25], [-0.94, -0.44, 1.37], [-1.98, 1.65, 1.73], [-0.40, 1.80, 2.39], [-0.91, 2.48, 0.55], [-0.79, 0.54, -1.52], [-2.42, 0.51, -0.72], [-0.87, -2.06, -0.71], [-1.63, -1.50, -2.33], [-2.92, -2.74, -0.92], [5.37, 0.03, -0.58], [4.96, -0.70, -0.08], [4.67, 0.66, -0.80]]
}



3:
{
  "formula": "C5H14O2",
  "method": "ωB97M-V/def2-TZVPD",
  "e_lumo_ev": 0.52,
  "homo_lumo_gap_ha": 0.3410,
  "total_charge": 0,
  "homo_ev": -8.760,
  "symbols": ["C", "C", "C", "C", "C", "H", "H", "H", "H", "H", "H", "H", "H", "H", "H", "O", "H", "H", "O", "H", "H"],
  "xyz": [[0.36, -0.46, 1.35], [0.12, -0.44, -0.09], [-0.75, -1.33, -0.58], [-0.90, -1.64, -2.04], [-1.51, -2.25, 0.37], [-0.46, 0.03, 1.83], [1.18, 0.19, 1.66], [0.65, -1.46, 1.67], [0.67, 0.28, -0.76], [-0.02, -1.29, -2.67], [-1.20, -2.73, -2.13], [-1.95, -1.30, -2.37], [-2.56, -2.69, 0.03], [-0.79, -3.16, 0.46], [-1.51, -1.91, 1.48], [5.03, 2.42, -3.25], [4.47, 1.84, -3.76], [4.90, 2.45, -2.26], [-2.70, 2.79, 3.95], [-2.29, 2.23, 3.30], [-3.70, 2.60, 3.85]]
}



4:
{
  "formula": "C5H14O2",
  "method": "ωB97M-V/def2-TZVPD",
  "e_lumo_ev": 0.62,
  "homo_lumo_gap_ha": 0.3888,
  "total_charge": 0,
  "homo_ev": -9.958,
  "symbols": ["C", "C", "C", "C", "C", "O", "H", "H", "H", "H", "H", "H", "H", "H", "H", "H", "H", "H", "O", "H", "H"],
  "xyz": [[-1.63, 1.94, 1.64], [-0.92, 1.21, 0.50], [-1.15, 1.78, -0.89], [-1.19, -0.35, 0.61], [-0.19, -1.10, -0.32], [0.06, -2.41, 0.21], [-1.76, 1.25, 2.48], [-1.12, 2.83, 1.99], [-2.69, 2.10, 1.41], [0.16, 1.25, 0.70], [-0.36, 1.34, -1.52], [-0.95, 2.85, -0.94], [-2.05, 1.40, -1.37], [-0.79, -0.53, 1.60], [-2.21, -0.57, 0.30], [-0.67, -1.19, -1.29], [0.70, -0.48, -0.44], [0.93, -2.36, 0.58], [5.21, -2.63, -1.90], [4.57, -3.32, -1.77], [6.03, -3.03, -1.58]]
}



Stability ranking, top and bottom: 1 is the most stable and 3 is the least stable.



1:
{
  "formula": "C34H96N6O16",
  "method": "ωB97M-V/def2-TZVPD",
  "e_lumo_ev": 0.43,
  "homo_lumo_gap_ha": 0.3502,
  "total_charge": 0,
  "homo_ev": -9.103,
  "symbols": ["C", "O", "C", "C", "C", "N", "H", "H", "H", "H", "H", "H", "H", "H", "H", "H", "H", "C", "O", "C", "C", "C", "N", "H", "H", "H", "H", "H", "H", "H", "H", "H", "H", "H", "C", "O", "C", "C", "C", "N", "H", "H", "H", "H", "H", "H", "H", "H", "H", "H", "H", "C", "O", "C", "C", "C", "N", "H", "H", "H", "H", "H", "H", "H", "H", "H", "H", "H", "C", "O", "C", "C", "C", "N", "H", "H", "H", "H", "H", "H", "H", "H", "H", "H", "H", "C", "O", "C", "C", "C", "N", "H", "H", "H", "H", "H", "H", "H", "H", "H", "H", "H", "O", "C", "C", "O", "H", "H", "H", "H", "H", "H", "O", "C", "C", "O", "H", "H", "H", "H", "H", "H", "O", "C", "C", "O", "H", "H", "H", "H", "H", "H", "O", "C", "C", "O", "H", "H", "H", "H", "H", "H", "O", "C", "C", "O", "H", "H", "H", "H", "H", "H"],
  "xyz": [[0.13, -6.02, 6.39], [0.36, -5.39, 5.13], [0.06, -6.24, 4.05], [0.56, -5.58, 2.78], [0.17, -4.13, 2.62], [0.13, -6.34, 1.57], [0.65, -6.98, 6.38], [-0.94, -6.13, 6.55], [0.63, -5.40, 7.13], [0.51, -7.23, 4.21], [-1.03, -6.37, 3.99], [1.66, -5.55, 2.84], [0.55, -3.51, 3.43], [-0.92, -4.02, 2.61], [0.61, -3.73, 1.71], [-0.88, -6.49, 1.66], [0.46, -7.31, 1.70], [-1.22, 4.20, -3.12], [-1.33, 5.20, -2.15], [-2.60, 5.34, -1.52], [-3.71, 5.71, -2.48], [-3.48, 7.04, -3.18], [-4.98, 5.78, -1.66], [-1.32, 3.17, -2.73], [-0.21, 4.26, -3.53], [-1.98, 4.29, -3.90], [-2.87, 4.36, -1.09], [-2.58, 6.07, -0.72], [-3.86, 4.95, -3.26], [-2.68, 6.89, -3.92], [-3.03, 7.76, -2.49], [-4.36, 7.49, -3.62], [-5.30, 4.83, -1.49], [-5.69, 6.10, -2.33], [3.13, -2.38, 1.08], [3.35, -1.02, 0.92], [4.44, -0.56, 1.71], [4.71, 0.87, 1.29], [5.18, 0.87, -0.14], [5.78, 1.44, 2.13], [2.42, -2.77, 0.35], [2.75, -2.63, 2.08], [4.08, -2.93, 0.96], [4.16, -0.63, 2.77], [5.27, -1.26, 1.54], [3.81, 1.47, 1.42], [5.43, 1.83, -0.61], [4.48, 0.39, -0.81], [6.14, 0.34, -0.19], [6.68, 1.01, 2.01], [5.50, 1.36, 3.10], [1.42, -0.13, 2.96], [0.82, 0.00, 4.25], [0.85, -1.22, 4.96], [0.20, -1.01, 6.33], [0.09, -2.33, 7.07], [-1.15, -0.39, 6.20], [1.02, -1.01, 2.44], [2.50, -0.29, 3.08], [1.19, 0.78, 2.41], [0.28, -1.99, 4.42], [1.90, -1.52, 5.10], [0.83, -0.30, 6.88], [-0.32, -3.12, 6.44], [-0.26, -2.26, 8.10], [1.14, -2.66, 7.22], [-1.02, 0.34, 5.48], [-1.78, -1.05, 5.75], [1.53, 4.22, 3.57], [0.36, 4.66, 2.94], [0.10, 4.00, 1.73], [1.12, 4.32, 0.67], [1.33, 5.82, 0.56], [0.73, 3.71, -0.63], [1.57, 3.13, 3.48], [1.40, 4.37, 4.65], [2.44, 4.76, 3.30], [0.00, 2.92, 1.92], [-0.87, 4.39, 1.41], [2.03, 3.78, 0.99], [1.55, 6.27, 1.54], [0.43, 6.26, 0.13], [2.16, 6.13, -0.08], [-0.11, 4.24, -0.92], [1.45, 3.93, -1.35], [2.26, -0.20, -3.31], [2.68, 1.00, -3.92], [2.59, 2.07, -3.03], [3.17, 3.34, -3.62], [4.64, 3.18, -4.00], [2.96, 4.39, -2.60], [2.50, -1.02, -3.98], [1.18, -0.20, -3.12], [2.79, -0.34, -2.36], [1.53, 2.28, -2.81], [3.08, 1.94, -2.05], [2.66, 3.55, -4.56], [5.22, 2.74, -3.18], [5.05, 4.12, -4.38], [4.71, 2.47, -4.83], [2.72, 5.26, -3.08], [3.87, 4.54, -2.17], [0.95, -5.54, -1.00], [0.08, -4.51, -1.52], [-0.90, -5.14, -2.50], [-0.24, -5.54, -3.71], [0.66, -5.83, -0.08], [-0.46, -4.05, -0.68], [0.75, -3.78, -1.98], [-1.63, -4.38, -2.80], [-1.38, -5.95, -1.95], [0.38, -6.23, -3.41], [0.93, -3.26, -4.89], [-0.17, -2.44, -4.79], [-1.32, -2.99, -5.58], [-2.49, -2.21, -5.34], [0.68, -4.13, -4.51], [-0.43, -2.28, -3.73], [0.07, -1.42, -5.09], [-1.54, -4.04, -5.34], [-1.09, -3.01, -6.64], [-3.03, -2.64, -4.69], [-5.01, -3.49, 0.34], [-4.87, -2.18, 0.82], [-6.17, -1.48, 1.12], [-7.05, -1.57, 0.00], [-5.77, -3.89, 0.77], [-4.23, -2.06, 1.70], [-4.38, -1.60, 0.03], [-5.93, -0.44, 1.37], [-6.64, -1.93, 2.01], [-7.86, -1.09, 0.17], [-0.44, 1.15, -0.84], [0.26, 0.19, -0.07], [-0.55, -1.09, -0.05], [-1.89, -0.90, 0.36], [0.12, 1.98, -0.97], [1.26, -0.01, -0.47], [0.35, 0.53, 0.98], [-0.06, -1.80, 0.61], [-0.55, -1.53, -1.07], [-2.34, -0.30, -0.26], [-3.40, 1.17, -1.53], [-3.60, 0.42, -2.73], [-3.40, 1.18, -4.02], [-4.59, 1.95, -4.28], [-2.53, 1.59, -1.52], [-2.97, -0.48, -2.72], [-4.64, 0.06, -2.70], [-3.21, 0.50, -4.85], [-2.55, 1.86, -3.91], [-4.54, 2.28, -5.19]]
}



2:
{
  "formula": "C34H96N6O16",
  "method": "ωB97M-V/def2-TZVPD",
  "e_lumo_ev": 0.01,
  "homo_lumo_gap_ha": 0.3187,
  "total_charge": 0,
  "homo_ev": -8.660,
  "symbols": ["C", "O", "C", "C", "C", "N", "H", "H", "H", "H", "H", "H", "H", "H", "H", "H", "H", "C", "O", "C", "C", "C", "N", "H", "H", "H", "H", "H", "H", "H", "H", "H", "H", "H", "C", "O", "C", "C", "C", "N", "H", "H", "H", "H", "H", "H", "H", "H", "H", "H", "H", "C", "O", "C", "C", "C", "N", "H", "H", "H", "H", "H", "H", "H", "H", "H", "H", "H", "C", "O", "C", "C", "C", "N", "H", "H", "H", "H", "H", "H", "H", "H", "H", "H", "H", "C", "O", "C", "C", "C", "N", "H", "H", "H", "H", "H", "H", "H", "H", "H", "H", "H", "O", "C", "C", "O", "H", "H", "H", "H", "H", "H", "O", "C", "C", "O", "H", "H", "H", "H", "H", "H", "O", "C", "C", "O", "H", "H", "H", "H", "H", "H", "O", "C", "C", "O", "H", "H", "H", "H", "H", "H", "O", "C", "C", "O", "H", "H", "H", "H", "H", "H"],
  "xyz": [[-3.89, -12.34, -0.94], [-3.21, -11.78, -2.03], [-2.44, -10.59, -1.59], [-1.75, -9.97, -2.81], [-1.06, -8.70, -2.35], [-2.71, -9.37, -3.66], [-4.40, -11.65, -0.26], [-3.34, -13.06, -0.34], [-4.75, -12.92, -1.26], [-3.12, -9.89, -1.11], [-1.78, -10.80, -0.75], [-1.19, -10.72, -3.37], [-0.54, -8.18, -3.15], [-0.31, -9.02, -1.63], [-1.75, -8.03, -1.84], [-3.21, -8.80, -3.00], [-2.23, -8.76, -4.30], [-4.24, 6.51, -1.17], [-5.57, 6.06, -1.32], [-5.72, 4.72, -1.83], [-5.46, 4.64, -3.35], [-6.07, 5.76, -4.32], [-5.72, 3.39, -3.98], [-4.36, 7.44, -0.62], [-3.81, 6.64, -2.16], [-3.64, 5.96, -0.44], [-5.07, 4.10, -1.22], [-6.75, 4.49, -1.56], [-4.38, 4.80, -3.46], [-7.15, 5.82, -4.13], [-5.88, 5.49, -5.36], [-5.65, 6.71, -4.00], [-5.23, 2.58, -3.62], [-5.51, 3.36, -4.97], [1.77, 8.69, 5.55], [2.75, 8.03, 4.77], [2.23, 7.41, 3.61], [3.38, 6.49, 3.18], [4.69, 7.22, 2.88], [3.04, 5.64, 2.15], [1.20, 7.95, 6.12], [1.23, 9.43, 4.98], [2.34, 9.13, 6.38], [1.38, 6.78, 3.87], [2.00, 8.15, 2.85], [3.60, 5.81, 4.00], [4.99, 7.80, 3.75], [4.50, 7.93, 2.07], [5.52, 6.59, 2.55], [3.75, 4.93, 2.23], [2.27, 5.15, 2.60], [12.12, 2.05, -1.73], [10.94, 1.69, -0.97], [9.71, 2.04, -1.66], [8.40, 1.25, -1.17], [7.16, 1.44, -2.15], [7.93, 1.46, 0.18], [12.27, 3.13, -1.77], [12.12, 1.81, -2.79], [13.01, 1.71, -1.21], [9.51, 3.08, -1.38], [9.76, 2.01, -2.74], [8.70, 0.20, -1.20], [6.35, 0.78, -1.86], [7.49, 1.19, -3.16], [6.91, 2.50, -2.12], [8.69, 1.42, 0.85], [7.37, 0.67, 0.46], [7.04, -7.20, 3.74], [6.05, -6.45, 3.10], [6.01, -5.03, 3.30], [4.57, -4.55, 2.90], [4.41, -4.59, 1.43], [4.52, -3.16, 3.31], [7.99, -6.79, 3.41], [6.92, -8.25, 3.45], [7.04, -7.16, 4.82], [6.17, -4.79, 4.36], [6.77, -4.49, 2.74], [3.88, -5.14, 3.50], [5.19, -4.04, 0.90], [3.46, -4.12, 1.17], [4.59, -5.56, 0.98], [4.57, -3.11, 4.31], [3.67, -2.63, 3.13], [-6.37, 6.14, 5.01], [-5.80, 4.79, 5.09], [-4.62, 4.76, 5.88], [-4.33, 3.28, 6.28], [-3.02, 3.12, 7.06], [-4.29, 2.37, 5.12], [-5.76, 6.82, 4.42], [-6.60, 6.51, 6.01], [-7.37, 6.16, 4.57], [-3.89, 5.17, 5.19], [-4.67, 5.33, 6.81], [-5.18, 3.12, 6.94], [-3.06, 3.48, 8.08], [-2.21, 3.56, 6.48], [-2.75, 2.08, 7.22], [-4.38, 1.38, 5.30], [-5.15, 2.57, 4.63], [1.56, 4.81, -3.76], [1.50, 5.94, -4.65], [2.64, 7.01, -4.45], [2.43, 7.48, -3.11], [1.87, 5.21, -2.94], [1.61, 5.65, -5.70], [0.52, 6.39, -4.51], [2.73, 7.84, -5.15], [3.54, 6.40, -4.44], [2.65, 6.81, -2.46], [-2.51, -0.70, -1.59], [-1.75, -1.00, -0.44], [-0.81, 0.12, 0.10], [-0.57, -0.01, 1.47], [-1.98, -0.89, -2.37], [-2.44, -1.30, 0.34], [-1.22, -1.92, -0.71], [-1.35, 1.05, -0.12], [0.11, 0.35, -0.43], [-1.35, 0.30, 1.94], [-6.03, -4.58, -3.50], [-7.25, -4.54, -4.16], [-7.08, -4.25, -5.68], [-7.71, -3.08, -6.04], [-5.58, -3.73, -3.57], [-7.64, -5.55, -4.02], [-8.03, -3.95, -3.67], [-7.37, -5.16, -6.21], [-6.07, -3.98, -5.99], [-7.15, -2.57, -6.63], [-0.30, 0.52, -7.10], [0.68, -0.50, -7.31], [0.86, -1.54, -6.24], [-0.28, -2.36, -6.24], [-0.01, 1.03, -6.34], [0.57, -0.95, -8.29], [1.64, 0.02, -7.38], [1.03, -1.09, -5.27], [1.81, -2.04, -6.47], [-0.08, -3.10, -6.82], [-4.18, -4.39, 5.25], [-3.33, -5.33, 5.98], [-2.63, -6.20, 4.95], [-3.68, -6.98, 4.31], [-4.94, -4.86, 4.89], [-2.62, -4.81, 6.62], [-4.06, -5.87, 6.59], [-1.83, -6.78, 5.40], [-2.17, -5.59, 4.18], [-4.30, -6.39, 3.87]]
}



Stability ranking, top and bottom: 1 is the most stable and 2 is the least stable.



1:
{
  "formula": "C5H4N2O2",
  "method": "ωB97M-V/def2-TZVPD",
  "e_lumo_ev": 0.65,
  "homo_lumo_gap_ha": 0.3637,
  "total_charge": 0,
  "homo_ev": -9.246,
  "symbols": ["C", "C", "N", "C", "O", "C", "N", "C", "O", "H", "H", "H", "H"],
  "xyz": [[1.53, -1.25, 0.19], [0.77, 0.06, 0.13], [1.35, 1.30, 0.26], [0.35, 2.11, 0.26], [-0.86, 1.61, -0.08], [-0.53, 0.30, -0.20], [-1.56, -0.81, -0.54], [-2.75, -0.86, -0.43], [-3.91, -0.93, -0.36], [0.68, -1.92, 0.18], [2.19, -1.50, -0.79], [2.26, -1.36, 1.07], [0.50, 3.23, 0.31]]
}



2:
{
  "formula": "C5H4N2O2",
  "method": "ωB97M-V/def2-TZVPD",
  "e_lumo_ev": -0.04,
  "homo_lumo_gap_ha": 0.3590,
  "total_charge": 0,
  "homo_ev": -9.808,
  "symbols": ["N", "C", "C", "C", "O", "N", "C", "C", "O", "H", "H", "H", "H"],
  "xyz": [[-2.14, -1.95, -0.18], [-1.05, -1.40, -0.60], [0.25, -0.93, -0.24], [0.27, -0.58, 1.16], [-0.64, 0.69, 1.42], [-0.84, 1.52, 0.37], [-0.25, 1.39, -0.89], [0.79, 0.38, -0.88], [1.16, -0.83, -1.31], [1.52, -0.24, 1.02], [-0.23, -1.11, 2.09], [-0.49, 2.31, -1.68], [1.66, 0.76, -0.27]]
}



Stability ranking, top and bottom: 1 is the most stable and 2 is the least stable.